This record from the Open Molecules 2025 dataset describes a structure of composition C26H26BrN4O7S2V. The level of theory is ωB97M-V/def2-TZVPD.

Geometry as XYZ:
```
67
Properties=species:S:1:pos:R:3:forces:R:3
V -0.058815 0.724234 0.144447 0.337 -0.252 -1.250
Br 5.136441 2.879738 4.570947 -0.045 -0.045 -0.050
C 3.860262 1.918937 3.527413 0.202 -0.112 0.025
C 4.238186 0.727140 2.906732 -0.065 0.091 0.059
C 3.311040 0.027870 2.168376 0.087 -0.226 -0.131
C 2.000792 0.490170 1.997352 -0.564 -0.062 0.101
O 1.134689 -0.214388 1.272866 0.944 0.302 0.450
C 1.636288 1.709747 2.632920 -0.075 -0.002 -0.102
C 0.285015 2.215642 2.568579 -0.267 -0.341 -0.193
N -0.594571 1.691854 1.762533 -0.097 1.029 1.654
C -1.956441 1.944758 1.774094 -0.458 -0.267 -0.309
C -2.662869 2.954894 2.430837 0.070 0.024 0.088
C -4.044939 3.018580 2.283595 -0.015 0.017 0.051
C -4.744315 2.099999 1.518322 0.036 -0.033 -0.006
C -4.063493 1.060888 0.847059 -0.116 -0.108 -0.020
C -4.669530 0.080575 0.030730 -0.089 0.045 0.038
C -3.878233 -0.861362 -0.618946 -0.009 0.018 0.000
C -2.508912 -0.851602 -0.471304 0.014 0.256 0.097
N -1.885470 0.052742 0.336702 -1.208 -0.340 0.109
C -2.656559 0.995321 0.982924 0.455 0.058 0.084
C 2.586583 2.399522 3.403074 -0.184 0.096 -0.010
H 5.252868 0.366627 2.998182 0.018 -0.019 0.006
H 3.585776 -0.885897 1.654301 -0.003 0.056 0.036
H -0.004170 3.014324 3.244577 0.006 0.025 0.132
H -2.147474 3.701349 3.022018 0.006 -0.031 -0.028
H -4.586135 3.818703 2.778089 0.027 -0.047 -0.035
H -5.820567 2.181604 1.408361 0.063 -0.018 0.017
H -5.747402 0.083536 -0.094424 0.074 0.009 -0.006
H -4.321456 -1.612311 -1.260783 -0.006 0.030 0.025
H -1.886232 -1.564592 -0.992549 0.145 0.014 0.066
H 2.301297 3.321024 3.896500 -0.015 -0.012 -0.021
O 2.771595 -0.712161 -2.594128 -0.247 -0.042 -0.223
S 2.056777 0.336143 -1.907362 0.059 -0.453 -0.371
O 2.763578 0.918185 -0.800275 -0.004 0.132 0.215
O 0.648158 -0.080562 -1.570131 0.865 -0.167 -0.194
C 1.771747 1.627606 -3.121220 -0.431 0.130 -0.100
C 2.565959 1.593066 -4.260186 -0.112 -0.028 0.173
C 2.341600 2.487957 -5.294076 -0.028 0.110 -0.097
C 1.310079 3.411598 -5.207082 0.107 -0.032 -0.161
C 0.524549 3.472395 -4.068111 0.026 -0.069 0.146
C 0.750361 2.593177 -3.016830 0.425 -0.176 0.064
S -0.232812 2.876270 -1.543093 -0.243 0.465 -0.343
O 0.689738 2.646004 -0.403129 -0.214 -0.257 -0.124
O -0.715767 4.221381 -1.662978 0.081 0.064 0.020
O -1.280671 1.849764 -1.461597 0.393 0.052 0.095
H 3.341994 0.839268 -4.317612 -0.076 0.046 -0.036
H 2.968551 2.455732 -6.177463 -0.024 -0.004 0.021
H 1.123069 4.096828 -6.026164 0.014 -0.024 0.045
H -0.258729 4.211642 -3.961654 0.065 -0.023 -0.020
N -0.799080 -2.765850 1.413466 0.246 -0.253 -0.158
C -0.898589 -4.162664 1.822335 -0.007 0.162 -0.147
C 0.130517 -5.048813 1.131010 0.085 0.003 -0.117
C -0.089234 -5.386691 -0.361445 -0.013 0.180 0.113
C 0.828346 -4.651035 -1.334846 -0.126 0.248 -0.023
N 0.370164 -3.288863 -1.612363 -0.002 -0.291 0.046
H 0.115600 -2.379012 1.623822 -0.007 0.060 0.068
H -1.480222 -2.187730 1.883570 -0.083 0.085 -0.019
H -1.902778 -4.514642 1.574759 -0.058 -0.040 -0.023
H -0.775406 -4.300096 2.900745 0.004 0.008 0.199
H 0.160858 -5.980121 1.701057 0.061 -0.048 0.000
H 1.120185 -4.585738 1.251368 -0.056 -0.064 0.024
H -1.126663 -5.184199 -0.648370 0.027 -0.029 0.030
H 0.085818 -6.457324 -0.496177 -0.048 -0.007 0.002
H 0.843255 -5.195290 -2.281383 -0.008 -0.007 -0.051
H 1.849566 -4.695356 -0.930835 0.101 0.004 -0.011
H 1.022485 -2.798829 -2.211310 0.073 0.062 -0.028
H 0.313716 -2.751648 -0.755822 -0.109 0.046 0.105
```
Forces are in eV/Å.

As for the multiplicity: 4. For the LUMO energy (spin up / spin down), the calculation gives 2.151 / 2.067 eV. The HOMO energy (spin up / spin down) is -2.8 / -5.4 eV. The largest force on an atom comes out at 0.0379 Eh/bohr. The net charge is -1. For the orbital gap (spin up / spin down), the calculation gives 4.94 / 7.47 eV. As for the energy above the lowest of the compared OMol25 structures with the same formula, charge and spin: 81.9 kJ/mol. The calculation puts the energy at -6066.6843 Ha.